122
Properties=species:S:1:pos:R:3:forces:R:3:mulliken_spin:R:1 method="wB97M-V/def2-TZVPD" lumo_ev="0.0 / 0.0" total_charge=-1 homo_lumo_gap_ev="2.37 / 4.52" energy_ha=-3037.53530 homo_ev="-2.36 / -4.51" spin_multiplicity=2
O -19.629923 9.225866 -17.468717 1.72 -1.68 -0.10 0.24
O -12.208725 6.534871 -16.012641 0.62 -0.50 -0.45 0.00
O -13.369897 8.860940 -13.608463 0.00 0.14 -0.31 0.00
O -23.807635 12.639696 -16.405019 1.08 0.02 -1.52 0.21
O -20.377328 1.930052 -10.799034 -1.02 -1.55 0.71 0.00
O -18.157859 8.973597 -14.535381 -1.03 0.30 -0.24 0.00
O -12.232671 12.473599 -17.360906 1.20 1.28 -0.07 0.00
O -22.386142 12.841069 -18.881940 0.46 0.06 -1.53 0.02
O -17.056871 14.716508 -17.329498 -0.21 0.47 -0.62 0.00
O -20.829911 9.472381 -14.888194 -0.83 0.14 0.11 0.02
O -17.490306 2.666307 -18.772319 -2.21 1.24 -0.48 0.00
O -15.080251 9.102854 -15.765767 2.34 1.37 -1.38 0.00
O -19.511022 3.499566 -14.966679 0.93 0.92 0.29 0.00
O -16.467671 7.860288 -13.798989 -0.10 -0.06 1.96 0.00
O -17.579245 5.341379 -14.045182 -2.21 -1.62 1.20 0.00
O -18.890650 3.906189 -9.547070 -0.13 -0.57 -2.94 0.00
O -14.617422 10.594902 -19.868619 0.52 0.96 0.68 0.00
O -10.096955 11.703376 -15.593656 -0.76 -1.00 0.61 0.00
N -17.130040 11.048533 -16.575900 0.93 0.70 -1.75 0.02
N -16.685553 8.901294 -18.899123 -0.08 -0.37 0.32 0.01
N -17.530021 6.943223 -16.691305 0.35 0.20 -0.20 0.00
N -15.058135 5.805124 -16.412954 1.43 -0.86 1.19 0.00
N -19.731344 5.318575 -17.271265 0.70 -1.21 0.16 0.00
C -17.408768 8.715327 -13.584343 1.30 0.38 -1.52 0.00
C -11.643383 10.218122 -14.574093 -0.86 0.23 -1.29 0.00
C -13.020948 9.562691 -14.527740 1.33 0.24 -0.07 0.00
C -22.095461 11.215542 -15.689978 -0.97 -0.51 0.38 0.03
C -19.306002 3.676260 -13.776445 -1.08 -1.29 0.11 0.00
C -16.563618 13.409387 -17.309797 -0.22 -0.99 -0.07 0.00
C -20.038321 2.804486 -12.859940 1.04 0.39 0.97 0.00
C -13.894286 9.799209 -15.742031 -1.03 -1.02 1.89 0.00
C -19.224185 4.435027 -18.364435 -0.58 0.78 0.75 0.00
C -12.356815 11.607658 -16.540598 -1.08 -2.69 0.40 0.00
C -13.808008 11.730941 -20.261383 0.17 -0.72 -0.82 0.00
C -14.055377 5.546357 -17.445991 -0.31 0.90 0.08 0.00
C -17.103884 12.798340 -14.909033 0.01 0.64 1.16 -0.01
C -18.203795 9.408140 -20.712099 1.54 0.02 -1.42 0.00
C -17.392252 12.490772 -16.381124 0.23 -0.72 1.71 -0.01
C -16.170130 2.300106 -18.640216 -0.61 -0.57 0.54 0.00
C -20.413277 10.127210 -17.210946 -2.81 2.56 0.19 0.12
C -18.354573 4.670505 -13.126953 1.56 -0.43 -0.07 0.00
C -13.529182 10.737977 -16.596606 -1.08 0.29 -1.46 0.00
C -12.561501 5.455832 -16.885990 -1.32 0.69 -1.11 0.00
C -11.353906 11.123413 -15.539622 1.61 1.18 0.86 0.00
C -16.697647 9.368811 -20.293903 0.22 0.80 2.53 0.00
C -18.150865 4.700162 -11.752732 -1.02 0.39 -1.39 0.00
C -14.442756 6.566203 -18.498278 -0.15 0.43 -1.63 0.00
C -17.602441 9.567820 -12.320993 -0.34 -0.27 0.77 0.00
C -16.474863 15.526594 -18.354121 -1.53 0.49 0.84 0.00
C -17.800072 3.845212 -18.026073 -1.44 -0.14 -0.49 0.00
C -22.740040 11.992827 -16.667525 0.67 -0.16 -0.37 0.15
C -21.964897 11.929492 -17.985256 -1.51 0.71 2.64 0.18
C -10.864025 6.365011 -15.517856 -0.59 0.02 0.87 0.00
C -21.111239 10.329400 -15.928200 1.87 -1.52 0.22 0.11
C -15.940087 10.716944 -20.341775 -1.21 -0.21 -1.29 0.00
C -19.182397 5.305130 -19.591405 0.90 -1.34 -1.37 0.00
C -19.768032 2.814464 -11.543915 -0.02 0.85 0.39 0.00
C -20.904089 11.095208 -18.187147 -0.36 0.10 -0.38 -0.08
C -18.904217 3.829846 -10.791941 0.42 1.15 0.05 0.00
H -17.651885 10.355706 -16.058428 -0.57 0.50 0.33 -0.01
H -14.142559 10.874164 -17.475034 -0.22 0.29 -0.18 0.00
H -14.234408 7.630677 -18.390645 1.04 -0.16 0.40 0.00
H -18.336625 6.338147 -16.633164 -1.39 0.07 -0.10 0.00
H -19.919694 9.168493 -14.860696 0.67 0.06 -0.41 -0.01
H -17.835064 12.411473 -14.199238 -0.34 -0.48 -0.38 0.00
H -16.006165 8.700237 -20.806707 -0.65 -0.39 -0.75 0.00
H -16.625392 12.941962 -18.292546 0.08 0.10 -0.38 0.00
H -18.177507 9.388636 -21.801613 -0.38 -0.39 -0.29 0.00
H -10.077438 6.065301 -16.210359 -0.47 -0.18 -0.69 0.00
H -14.985470 5.040199 -15.757434 -0.30 -0.29 0.53 0.00
H -13.548884 11.484514 -21.291068 0.09 0.65 -0.32 0.00
H -18.535971 10.125883 -12.393024 -0.19 -0.40 -0.17 0.00
H -20.633402 5.642017 -17.590300 -0.07 0.44 0.06 0.00
H -20.058179 5.799477 -20.011789 -0.31 0.12 0.93 0.00
H -18.347629 5.998053 -19.486038 -0.14 0.25 -0.23 0.00
H -17.049244 13.839872 -14.592278 -0.02 0.47 -0.60 0.00
H -20.321335 2.082783 -9.852920 0.47 0.48 0.29 0.00
H -17.258315 6.151768 -13.642851 1.02 1.45 0.08 0.00
H -10.483316 7.281065 -15.066184 -0.55 0.28 -0.10 0.00
H -15.987572 2.244742 -17.567049 0.81 -0.03 0.23 0.00
H -10.042869 12.445561 -16.200152 -0.55 0.08 -0.40 0.00
H -14.242905 12.727089 -20.179874 -0.87 -0.22 -0.08 0.00
H -18.461836 12.612749 -16.552038 0.04 0.37 -0.35 0.01
H -17.620593 8.964645 -11.413280 -0.18 -0.33 -0.04 0.00
H -10.907359 5.631220 -14.713018 0.16 -0.23 0.05 0.00
H -14.191062 6.234152 -19.505510 0.67 0.22 -0.10 0.00
H -16.154937 10.814360 -16.455814 -0.10 0.26 0.19 0.00
H -18.954379 4.574867 -20.367832 0.55 0.22 -0.56 0.00
H -23.095570 13.362520 -18.499312 -0.36 -0.11 0.55 -0.01
H -12.513262 4.467131 -16.429650 0.35 -0.01 0.51 0.00
H -20.703064 2.024067 -13.199743 -0.02 0.21 -0.42 0.00
H -22.598320 11.050091 -14.748618 -0.05 0.43 0.29 0.00
H -16.542852 15.105412 -19.357156 0.29 -0.48 0.04 0.00
H -17.400037 7.265591 -17.639602 -0.20 0.55 -0.74 0.00
H -14.644799 6.570854 -15.900205 -0.33 0.61 0.49 0.00
H -18.727900 8.539825 -20.312797 0.09 0.17 -0.01 0.00
H -17.563018 7.762448 -16.101483 -0.50 0.52 0.83 0.00
H -15.760509 9.003191 -18.506679 0.49 -0.09 -0.17 0.00
H -19.916085 4.656734 -16.531034 -0.17 0.32 0.65 0.00
H -15.154674 8.610559 -14.944972 -0.61 -0.70 1.26 0.00
H -17.170370 9.615290 -18.374462 -0.83 0.15 0.52 -0.01
H -17.161895 16.372798 -18.358943 0.22 0.31 -0.18 0.00
H -16.195241 1.284437 -19.035041 0.96 0.11 -0.26 0.00
H -12.866215 11.885626 -19.734890 -0.16 -0.98 0.57 0.00
H -15.523121 6.671727 -18.597144 -0.21 -0.66 0.38 0.00
H -16.160035 12.371699 -14.569579 0.29 -0.21 -0.33 0.00
H -11.871590 5.501309 -17.728638 0.05 -0.30 -0.23 0.00
H -15.513596 13.525449 -17.041328 0.42 -0.78 0.32 0.00
H -15.986263 10.935424 -21.408648 0.58 0.55 -0.45 0.00
H -20.525823 11.107304 -19.198672 0.43 -0.14 -0.10 0.00
H -16.728270 6.370206 -16.470040 0.92 -0.15 0.23 0.00
H -15.485345 15.915409 -18.113739 0.29 -0.39 0.03 0.00
H -17.547379 5.542967 -11.449593 0.32 -0.24 0.66 0.00
H -19.983366 3.654652 -18.417104 0.44 -0.60 -0.63 0.00
H -17.800753 3.552405 -16.976145 0.26 0.39 0.31 0.00
H -17.068356 4.612225 -18.279816 0.28 0.20 0.35 0.00
H -10.866971 9.892341 -13.897743 -0.16 0.03 0.23 0.00
H -16.899989 10.351632 -12.037601 0.76 -0.24 -0.83 0.00
H -15.533081 3.031571 -19.137455 0.50 -0.29 -0.12 0.00
H -16.468862 11.532991 -19.849273 -0.14 -0.11 0.36 0.00
H -18.771270 10.317637 -20.514941 0.41 0.03 0.74 0.00
H -14.357765 4.591682 -17.876395 0.64 -0.32 0.00 0.00

***

16
Properties=species:S:1:pos:R:3:forces:R:3:nbo_charge:R:1 method="wB97M-V/def2-TZVPD" lumo_ev=0.7 total_charge=0 homo_lumo_gap_ev=9.84 relative_energy_kcal_mol=36.4 smiles="NNC(=O)SC1CC1" energy_ha=-740.10405 homo_ev=-9.17
S -0.293713 0.412253 0.907030 0.37 -0.16 0.23 0.21
O 0.721478 -0.702232 -1.338408 -0.32 0.29 0.90 -0.63
N 2.461921 -0.249182 1.765645 0.00 0.44 -1.39 -0.65
N 2.107980 -0.606060 0.427940 -0.40 0.32 1.53 -0.48
C -1.741913 0.584706 -0.104846 -0.89 0.18 0.43 -0.39
C -1.770361 0.936735 -1.543378 -0.60 0.49 -0.81 -0.42
C 0.880920 -0.385164 -0.168407 1.21 -0.56 -0.94 0.50
C -2.267022 -0.406885 -1.090794 0.50 -0.81 -0.36 -0.42
H 2.297705 0.749493 1.866928 0.04 -0.27 0.30 0.36
H -3.315036 -0.696718 -1.112192 0.16 0.34 0.14 0.22
H -2.505056 1.666912 -1.880808 0.18 -0.05 0.22 0.21
H 1.963459 -0.785139 2.454521 -0.39 -0.10 0.06 0.36
H -2.525700 1.046921 0.522115 0.63 -0.15 -0.34 0.24
H -0.863397 0.919012 -2.130208 0.06 0.02 0.21 0.25
H 2.851465 -1.072346 -0.061823 -0.28 0.02 -0.40 0.40
H -1.574878 -1.195977 -1.374291 -0.27 0.02 0.19 0.24

***

84
Properties=species:S:1:pos:R:3:forces:R:3:lowdin_charge:R:1 method="wB97M-V/def2-TZVPD" lumo_ev=1.6 total_charge=-2 homo_lumo_gap_ev=2.56 relative_energy_kcal_mol=0.0 energy_ha=-4707.83470 homo_ev=-0.96
I 1.729166 0.609245 -3.014320 0.00 0.11 0.08 0.83
I -2.312906 1.665760 3.982289 -1.17 -0.65 2.79 0.07
K 4.027753 4.048125 -5.833952 0.70 1.54 1.01 1.05
S 0.546340 3.409068 -6.869557 -1.50 1.06 0.29 0.42
P 6.018033 1.588906 3.381966 0.17 0.36 0.06 -0.15
P 1.741099 2.211200 2.779351 1.94 -0.15 0.72 0.42
F 2.723329 2.164120 -5.884924 -0.54 -0.52 -0.29 -0.11
F 3.054885 3.145143 -7.819964 -0.20 -0.18 -0.18 -0.03
F 1.950014 1.299318 -7.691991 -0.09 -0.01 -0.10 0.16
O 0.967317 4.629583 -6.187066 1.11 -0.46 -0.17 -0.35
O 6.097394 2.061708 1.932082 0.17 -0.37 -0.17 -0.21
O 2.967865 3.028561 2.122035 -1.26 0.32 -0.15 -0.13
O 2.267729 1.095732 3.552758 -0.72 -0.77 -0.13 -0.23
O 5.345533 2.646309 4.253953 -0.05 -0.19 0.25 -0.21
O -1.733075 5.130157 3.158951 0.46 0.13 0.31 0.03
O -0.843427 -1.558488 0.712805 0.03 0.19 0.55 -0.07
O 7.444037 1.386983 3.888238 0.08 0.25 -0.05 -0.23
O -0.270733 2.541400 -6.077859 0.38 -0.46 0.13 -0.29
O -0.880126 -3.767628 3.635469 0.37 0.02 0.25 -0.03
O 0.098481 3.615097 -8.221487 0.57 -0.14 -0.31 -0.30
O 0.995396 3.257979 3.733426 -0.02 0.14 -0.67 -0.12
O 5.206431 0.305699 3.432417 -0.12 0.07 -0.18 -0.17
N 0.743681 1.741329 1.473067 -0.70 0.69 0.55 -0.02
N -2.637619 1.068247 -0.293268 -0.33 1.50 1.54 0.12
N -1.659381 1.913806 1.645505 1.69 0.95 -3.52 -0.21
N -0.482979 3.785145 0.972350 0.32 0.30 0.85 -0.02
C -0.642380 -0.148788 0.675800 0.43 1.04 -1.00 -0.39
C 1.308080 -1.830914 -1.299071 0.63 0.39 -0.46 -0.17
C -1.702823 4.534233 0.825316 0.01 0.48 -0.41 -0.12
C -1.899542 0.679755 0.968987 -0.70 -1.64 -0.38 -0.35
C -0.515675 2.439639 1.389691 -0.56 -0.34 -0.56 -0.41
C 1.125671 -2.695396 2.776391 0.05 -0.85 0.21 -0.01
C 0.439772 0.298906 1.641302 -0.02 -0.30 0.47 -0.15
C -0.470329 -7.578669 -0.429263 0.00 0.00 0.00 -0.10
C 0.642520 4.431385 0.641105 -0.17 -0.74 -0.55 -0.19
C 0.275778 -7.669601 -1.596429 0.00 -0.01 0.00 -0.11
C 2.117779 2.455338 -7.081599 -0.52 -0.87 -0.37 -0.66
C 1.195039 -0.316308 -1.096104 -0.27 -0.48 -0.47 -0.68
C -4.838444 2.000131 -0.505522 0.47 -1.13 -1.14 -0.04
C 0.471497 -6.543207 -2.383917 -0.02 -0.03 0.01 -0.10
C -0.276054 -3.171455 2.490581 -0.64 0.41 -0.71 -0.41
C -3.883321 0.830047 -0.307702 -0.10 0.00 -1.01 -0.40
C 1.629935 4.836027 0.091388 0.38 0.32 0.17 0.12
C -0.083289 -5.328965 -2.005915 0.00 0.04 -0.04 -0.09
C -1.229057 -2.079338 1.976634 -0.45 -0.63 0.06 -0.16
C -0.825307 -5.235934 -0.837312 -0.06 0.05 0.01 -0.09
C -0.216664 0.171829 -0.777456 0.88 -0.57 0.53 -0.21
C -4.509424 -0.543170 -0.183471 -0.12 0.17 1.61 -0.03
C -2.141959 5.297083 2.052231 -0.44 -0.21 -0.03 -0.26
C -1.017081 -6.360939 -0.047811 -0.03 -0.03 0.00 -0.09
H 0.108608 0.159195 2.670597 -0.07 -0.29 -0.02 0.08
H -1.826437 -3.814033 3.475030 -0.09 0.04 0.04 0.07
H -0.909314 -0.357768 -1.429860 -0.13 0.31 -0.18 0.12
H 1.666414 -3.511694 3.260861 0.02 0.04 0.12 0.09
H 0.062613 -4.450365 -2.620584 0.03 0.01 0.01 0.10
H -0.238680 1.242146 -0.947715 -0.39 0.05 0.04 0.09
H -4.727853 -0.723277 0.879493 -0.05 -0.09 -0.01 0.09
H 1.631357 -2.548877 1.824845 0.04 0.38 0.02 0.07
H 1.677790 -2.340149 -0.411743 -0.39 -0.02 0.21 0.07
H -0.262426 -3.920157 1.686310 0.35 -0.07 0.03 0.12
H 1.056768 -6.611682 -3.292230 0.00 0.00 0.00 0.10
H 0.362896 -2.234441 -1.652067 -0.08 -0.13 0.20 0.06
H -0.624044 -8.457122 0.184918 0.01 0.00 0.01 0.10
H 1.956409 0.044036 -0.415131 0.01 0.24 -0.06 0.07
H -2.188361 -2.599912 1.813127 -0.09 0.12 0.03 0.12
H 2.575701 5.158929 -0.257270 0.08 0.16 0.04 0.02
H -5.474438 -0.588811 -0.682768 0.08 -0.06 -0.26 0.06
H 2.051663 -2.008625 -2.074787 0.04 -0.25 0.04 0.02
H -2.502434 3.910323 0.421514 -0.05 -0.21 0.33 0.11
H -2.633085 0.125731 1.562617 0.42 -0.26 0.32 0.07
H -2.915193 6.077599 1.869437 -0.07 -0.10 -0.23 0.11
H -4.288838 2.741822 -1.078575 -0.15 0.30 0.13 0.07
H -5.716785 1.659897 -1.057482 -0.28 0.38 0.15 0.06
H 0.706114 -8.618654 -1.891488 0.01 0.00 0.00 0.09
H -1.425467 -1.326513 2.743709 0.23 0.19 -0.05 0.11
H -5.085307 2.356334 0.493597 -0.08 0.11 0.01 0.09
H 1.326933 4.153066 3.618060 -0.36 0.23 -0.03 0.08
H -1.251633 -4.284450 -0.542351 0.05 0.02 0.01 0.10
H -1.511979 5.295609 0.060656 -0.01 0.01 -0.05 0.13
H 1.181594 -1.819482 3.417248 -0.03 0.13 -0.09 0.09
H -1.592962 -6.288039 0.866161 0.02 0.01 0.02 0.10
H 1.347070 -0.276984 1.495737 0.09 0.07 0.08 0.11
H 3.239533 3.698723 2.759704 0.73 -0.17 -0.02 0.07
H -3.835173 -1.336529 -0.489693 0.06 0.06 -0.23 0.07

***

12
Properties=species:S:1:pos:R:3:forces:R:3:nbo_charge:R:1 method="wB97M-V/def2-TZVPD" lumo_ev=0.7 total_charge=0 homo_lumo_gap_ev=8.31 relative_energy_kcal_mol=31.7 smiles="CS/N=C/NS" energy_ha=-985.63294 homo_ev=-7.66
S -0.000450 1.416363 1.130580 -0.85 -0.87 0.13 0.35
S 0.587228 -2.092285 -2.064120 -0.30 -0.65 -1.02 0.17
N 1.651477 -1.021839 -1.321669 0.24 -0.24 0.02 -0.74
N 0.157332 0.119685 0.019673 -0.99 0.21 0.11 -0.68
C -1.771151 1.057441 1.387185 0.06 0.03 -0.09 -0.74
C 1.310654 -0.103827 -0.408662 2.52 1.42 1.00 0.26
H -1.946309 -0.032903 1.680055 0.26 1.75 -0.11 0.23
H 2.234306 0.431803 0.005640 -1.08 -0.49 -0.69 0.15
H -2.142172 1.838260 2.077579 0.05 -0.79 0.03 0.22
H -2.238185 1.274074 0.418683 -0.06 -0.35 0.25 0.22
H 2.559947 -0.952163 -1.721190 0.41 -0.18 -0.11 0.41
H -0.402677 -1.934608 -1.203754 -0.27 0.17 0.48 0.15

***

19
Properties=species:S:1:pos:R:3:forces:R:3:nbo_charge:R:1 method="wB97M-V/def2-TZVPD" lumo_ev=-5.3 total_charge=+1 homo_lumo_gap_ev=9.27 relative_energy_kcal_mol=31.8 smiles="C=[NH+]C(=C)CCC" energy_ha=-290.27128 homo_ev=-14.57
N -1.341058 -0.090561 -1.314248 -0.30 -1.01 0.35 -0.39
C -1.860937 -0.204611 0.962720 -0.03 -0.06 -0.34 -0.30
C 0.216763 1.075995 0.222873 0.85 -0.79 0.87 -0.47
C 1.457879 -0.872636 1.318492 0.16 -1.90 0.36 -0.64
C -1.035520 0.281495 0.050986 0.54 0.59 -0.34 0.14
C 1.493022 0.176515 0.257798 -0.08 0.81 -0.36 -0.39
C -0.666781 0.157441 -2.354718 0.88 1.54 -0.68 0.10
H 0.167638 0.855687 -2.305731 -0.10 -0.23 0.31 0.22
H 1.713752 -0.197841 -0.743195 -0.11 -0.42 0.03 0.19
H 0.724305 -1.665876 1.173724 -0.46 0.21 -0.30 0.20
H -2.066791 -0.805684 -1.378794 -0.21 0.31 -0.14 0.44
H -2.758256 -0.676579 0.604522 -0.27 -0.45 0.25 0.21
H 1.291231 -0.518539 2.318121 -0.20 0.69 0.44 0.22
H 2.354126 -1.491451 1.426591 0.35 0.52 -0.41 0.24
H -0.897808 -0.141820 -3.365756 -0.52 -0.69 0.19 0.24
H 2.318597 0.849154 0.454905 0.20 0.25 0.09 0.23
H 0.196526 1.603436 1.176925 -0.33 -0.04 -0.03 0.26
H -1.675965 -0.168255 2.023771 -0.06 0.35 0.03 0.25
H 0.369277 1.834128 -0.528987 -0.30 0.32 -0.32 0.23